C31H20Cl5N4O2Re as an isolated structure, computed with ωB97M-V/def2-TZVPD.

Output
- energy above the lowest of the compared OMol25 structures with the same formula, charge and spin (kJ/mol) = 0.0
- highest occupied orbital energy (eV) = -14.3
- Kohn-Sham gap (hartree) = 0.259
- strongest force on any atom (eV/A) = 0.65
- calculated total energy (a.u.) = -3941.55881

ORCA input file:
```
! wB97M-V def2-TZVPD RIJCOSX def2/J DEFGRID3
* xyz 2 1
Re 0.641 -0.234 -0.245
Cl 1.282 -0.383 2.361
Cl 2.409 5.618 1.364
Cl 0.376 4.083 -0.418
Cl 3.315 1.122 4.196
Cl 3.842 4.159 3.696
O -0.913 0.204 -4.108
O 0.902 2.322 -3.509
N 0.361 0.495 -2.173
N 0.134 -1.888 -1.482
N 2.468 0.753 -0.772
N -1.295 -1.190 0.629
C 1.094 3.316 0.934
C -2.439 1.525 -0.708
C -2.716 -3.149 0.980
C -0.930 -2.629 -3.483
C -0.779 -4.421 2.496
C -0.047 -4.217 -1.927
C -0.519 -3.168 1.958
C 3.609 0.673 -0.073
C 2.358 1.675 -1.745
C 4.665 1.532 -0.306
C -2.092 2.591 1.438
C 2.035 3.990 1.706
C -0.426 -0.185 -3.088
C 3.359 2.582 -2.020
C 0.769 1.977 1.214
C 4.534 2.513 -1.283
C -3.720 2.040 -0.752
C -0.728 -3.952 -3.105
C -0.263 1.261 0.424
C -1.491 -2.533 1.203
C -3.381 3.077 1.401
C 1.112 1.591 -2.585
C -1.999 -5.040 2.276
C 2.697 3.327 2.754
C -1.599 1.796 0.385
C 1.500 1.335 2.215
C -0.465 -1.630 -2.658
C -2.968 -4.403 1.514
C -4.195 2.811 0.302
C 0.359 -3.162 -1.132
C 2.450 1.974 2.996
H -0.021 -4.912 3.091
H 0.869 -3.337 -0.195
H -3.754 3.675 2.221
H -1.465 2.810 2.294
H -3.480 -2.646 0.397
H 0.167 -5.229 -1.612
H -5.198 3.215 0.264
H 3.664 -0.093 0.690
H 0.445 -2.717 2.135
H -2.065 0.960 -1.553
H 3.203 3.304 -2.810
H -2.196 -6.015 2.700
H -1.701 -0.529 1.292
H 5.574 1.430 0.269
H 5.344 3.203 -1.476
H -4.348 1.852 -1.612
H -1.403 -2.346 -4.414
H -1.074 -4.761 -3.733
H -3.924 -4.877 1.340
H -1.943 -1.143 -0.158
*
```